A molecular structure, C30H48BrFeN3P2 in a non-equilibrium geometry, computed with the ωB97M-V functional and the def2-TZVPD basis.

Values from the calculation:
Charge: +2
Spin multiplicity: 5
ΔE to the lowest compared entry with this formula, charge and spin, kJ/mol: 277.34
Gap between HOMO and LUMO (spin up / spin down), eV: 6.449 / 4.907

Element x y z (Å)
Br1 1.207 2.371 -1.782
Fe1 -0.022 0.927 -0.588
P1 -0.442 -1.480 -0.853
P2 3.486 0.577 -1.892
N1 1.991 0.802 1.575
N2 0.646 0.811 1.234
N3 -6.271 -1.486 4.636
C1 -2.788 -2.379 0.738
C2 -1.208 -1.848 -3.646
C3 -6.458 -1.578 3.328
C4 -0.264 -2.263 -2.520
C5 5.860 -0.794 -1.667
C6 0.933 0.243 3.412
C7 -3.533 1.680 -1.384
C8 -1.373 2.729 0.119
C9 -2.610 2.532 0.733
C10 4.384 -0.906 -1.340
C11 -5.336 0.699 4.409
C12 -5.466 0.590 2.991
C13 -2.294 1.834 -2.002
C14 -5.804 -0.363 5.184
C15 -6.088 -0.554 2.441
C16 -0.004 0.504 2.412
C17 -2.219 -1.456 -0.351
C18 4.482 2.086 -1.527
C19 -1.271 2.154 -1.134
C20 -4.941 1.617 2.120
C21 4.891 2.974 -2.697
C22 3.552 0.155 3.374
C23 -4.832 1.497 0.766
C24 -1.446 0.488 2.612
C25 0.427 -2.623 0.334
C26 2.184 0.408 2.838
C27 4.284 0.543 -4.585
C28 1.941 -2.716 0.186
C29 -3.680 1.947 0.014
C30 3.086 0.391 -3.669
H1 -2.026 -2.984 1.246
H2 -3.552 -3.045 0.305
H3 4.087 3.162 -3.430
H4 2.757 0.934 0.912
H5 -4.367 1.315 -2.004
H6 0.716 0.010 4.447
H7 5.006 -0.266 -4.425
H8 4.242 -1.014 -0.250
H9 0.771 -2.029 -2.816
H10 -2.201 -2.295 -3.537
H11 -1.943 1.046 1.833
H12 -4.498 2.477 2.626
H13 5.375 1.776 -0.943
H14 -5.730 -0.346 6.268
H15 6.313 -1.765 -1.447
H16 2.264 -2.737 -0.859
H17 -0.301 -3.360 -2.422
H18 2.333 -3.618 0.675
H19 0.188 -2.255 1.341
H20 -5.615 0.965 0.230
H21 -2.700 2.779 1.788
H22 2.434 -1.863 0.665
H23 -1.907 -0.500 2.618
H24 -2.806 -1.568 -1.278
H25 -0.813 -2.190 -4.609
H26 -0.567 3.238 0.642
H27 -2.114 1.627 -3.062
H28 2.610 -0.598 -3.808
H29 2.305 1.129 -3.929
H30 3.913 -1.807 -1.768
H31 -6.271 -0.648 1.377
H32 -2.415 -0.415 -0.035
H33 -1.323 -0.764 -3.720
H34 3.517 -0.602 4.180
H35 6.327 -0.032 -1.035
H36 4.782 1.512 -4.506
H37 5.164 3.951 -2.272
H38 3.909 0.475 -5.611
H39 4.245 -0.227 2.599
H40 5.785 2.598 -3.220
H41 -4.923 1.572 4.912
H42 -0.008 -3.634 0.285
H43 6.047 -0.546 -2.715
H44 -3.323 -1.787 1.498
H45 3.833 2.660 -0.823
H46 -1.697 0.988 3.547
H47 4.014 1.080 3.783
H48 -6.842 -2.509 2.925

***

A molecular structure, C30H48CrN5O4SSb in a non-equilibrium geometry, computed with the ωB97M-V functional and the def2-TZVPD basis.

Values from the calculation:
Charge: +1
Spin multiplicity: 2
Gap between HOMO and LUMO (spin up / spin down), eV: 6.816 / 7.234

Element x y z (Å)
Sb1 -2.583 0.402 -0.282
Cr1 0.006 0.163 -0.286
S1 1.397 -1.772 0.725
O1 0.116 1.090 1.714
O2 1.999 -0.475 0.360
O3 1.819 -2.235 2.016
O4 -0.079 -1.597 0.613
N1 2.190 1.998 1.364
N2 3.330 -3.277 -5.962
N3 4.503 2.329 1.443
N4 0.399 2.214 -0.896
N5 3.340 1.044 3.037
C1 -2.974 -1.788 1.897
C2 0.808 -2.886 -3.544
C3 -3.579 -1.471 0.537
C4 -4.915 2.376 0.584
C5 -3.339 0.772 -2.409
C6 -4.811 0.460 -2.605
C7 2.819 -5.749 -3.646
C8 -3.040 2.230 -2.731
C9 -3.345 1.707 2.414
C10 3.437 -4.210 -1.799
C11 1.836 -2.897 -0.558
C12 2.520 -4.669 -2.663
C13 -2.493 -0.102 -3.324
C14 -2.618 3.347 0.708
C15 3.383 1.791 1.929
C16 2.732 -2.771 -5.121
C17 -3.466 2.105 0.949
C18 2.344 -0.938 -3.640
C19 1.608 -0.257 -2.615
C20 0.146 -2.182 -2.322
C21 0.694 -3.313 -1.406
C22 1.301 1.234 2.027
C23 1.997 -2.161 -4.092
C24 1.989 0.572 3.212
C25 -3.211 -2.574 -0.441
C26 3.099 -3.264 -0.759
C27 -5.089 -1.327 0.645
C28 4.444 0.487 3.777
C29 0.540 -0.776 -1.971
C30 1.119 -4.125 -2.655
H1 -2.634 3.651 -0.337
H2 3.190 -0.433 -4.083
H3 4.115 0.291 4.797
H4 -4.999 2.788 -0.418
H5 -1.888 -1.822 1.843
H6 5.281 1.184 3.813
H7 -1.595 3.167 1.038
H8 -2.327 1.386 2.638
H9 -5.527 -1.000 -0.294
H10 -3.597 -3.529 -0.085
H11 -3.634 -2.384 -1.426
H12 2.751 -5.376 -4.668
H13 -3.098 2.386 -3.808
H14 -5.365 -0.624 1.428
H15 -0.231 2.908 -0.490
H16 0.591 2.517 -1.849
H17 -2.128 -2.651 -0.508
H18 1.928 -0.519 3.102
H19 3.816 -6.147 -3.487
H20 3.874 -2.903 -0.097
H21 4.461 2.835 0.576
H22 0.420 -4.935 -2.866
H23 -1.429 0.080 -3.159
H24 -2.027 2.487 -2.410
H25 -3.017 4.170 1.301
H26 -2.717 0.135 -4.364
H27 2.095 -6.557 -3.547
H28 -5.333 3.102 1.281
H29 4.771 -0.456 3.330
H30 -0.064 -3.777 -0.768
H31 -5.522 -2.294 0.899
H32 -5.517 1.474 0.641
H33 -3.267 -1.067 2.655
H34 -5.013 -0.598 -2.458
H35 1.564 0.864 4.176
H36 0.111 -3.098 -4.361
H37 5.405 2.049 1.786
H38 1.271 2.289 -0.353
H39 -0.940 -2.259 -2.392
H40 -3.322 -2.768 2.223
H41 4.451 -4.579 -1.822
H42 1.973 0.731 -2.364
H43 -5.436 1.035 -1.931
H44 -3.579 2.564 3.047
H45 -4.045 0.912 2.662
H46 -2.707 -1.158 -3.172
H47 -3.759 2.899 -2.264
H48 -5.102 0.714 -3.625

***

A molecular structure, C30H48FeP2 in a non-equilibrium geometry, computed with the ωB97M-V functional and the def2-TZVPD basis.

Values from the calculation:
Charge: +1
Spin multiplicity: 6
ΔE to the lowest compared entry with this formula, charge and spin, kJ/mol: 432.48
Gap between HOMO and LUMO (spin up / spin down), eV: 6.835 / 5.933

Element x y z (Å)
Fe1 -0.717 0.738 -0.634
P1 1.129 0.033 0.742
P2 -1.223 -1.493 -0.634
C1 0.861 1.807 -0.425
C2 3.346 0.400 -2.262
C3 -2.756 0.339 2.345
C4 2.159 -3.187 3.041
C5 0.527 1.037 -3.475
C6 -1.176 1.967 1.961
C7 1.878 -2.086 2.227
C8 -0.219 -3.466 3.442
C9 -0.887 0.648 4.120
C10 1.107 -3.870 3.659
C11 3.324 -0.365 -3.549
C12 -4.277 0.533 0.317
C13 2.582 2.577 -3.264
C14 0.701 -0.297 -3.505
C15 -2.007 1.832 0.720
C16 -0.479 -2.349 2.596
C17 1.526 -1.127 -0.712
C18 0.586 -1.631 2.046
C19 -2.114 -1.149 -2.169
C20 -3.563 -0.654 3.090
C21 -2.234 -2.844 0.000
C22 -3.039 0.823 1.078
C23 2.968 1.697 -2.107
C24 -0.221 3.048 2.278
C25 -1.576 0.986 2.851
C26 2.754 0.892 1.202
C27 0.439 -2.219 -0.954
C28 1.477 1.993 -4.155
C29 -2.403 3.074 -0.027
C30 1.976 -0.984 -3.976
H1 1.476 2.506 0.165
H2 -1.041 -3.981 3.955
H3 -1.533 -2.126 2.396
H4 3.914 -0.109 -1.478
H5 3.702 0.263 -4.368
H6 3.210 -3.438 3.151
H7 0.883 2.829 -4.576
H8 1.962 -2.038 -3.649
H9 3.523 0.777 0.420
H10 2.626 1.985 1.370
H11 -0.092 2.422 -0.634
H12 -5.187 0.932 0.796
H13 3.147 0.530 2.158
H14 2.253 3.553 -2.887
H15 -1.914 -0.147 -2.577
H16 0.489 -2.656 -1.972
H17 -0.609 3.656 3.113
H18 0.593 -3.013 -0.205
H19 -3.198 -2.438 0.334
H20 -1.378 1.051 5.027
H21 1.969 1.468 -4.986
H22 -1.758 -3.379 0.826
H23 -2.777 2.902 -1.054
H24 1.536 -0.487 -1.598
H25 -1.842 -1.920 -2.893
H26 -0.038 3.740 1.448
H27 1.328 1.629 -1.402
H28 3.479 2.784 -3.878
H29 4.032 -1.203 -3.430
H30 -3.751 -1.569 2.507
H31 -3.177 -1.211 -1.933
H32 2.527 -1.573 -0.669
H33 -0.821 -0.445 4.238
H34 -2.393 -3.537 -0.837
H35 -3.212 3.542 0.565
H36 -4.430 -0.553 0.245
H37 3.136 2.199 -1.149
H38 -4.257 0.942 -0.700
H39 2.718 -1.603 1.731
H40 1.965 -1.043 -5.083
H41 -0.418 1.513 -3.199
H42 0.734 2.620 2.626
H43 -3.039 -0.940 4.009
H44 0.150 1.026 4.121
H45 -4.552 -0.259 3.380
H46 1.352 -4.722 4.291
H47 -0.155 -0.976 -3.497
H48 -1.579 3.796 -0.082

***

A molecular structure, C30H48GeN2OP2SSiV, computed with the ωB97M-V functional and the def2-TZVPD basis.

Values from the calculation:
Spin multiplicity: 2
ΔE to the lowest compared entry with this formula, charge and spin, kJ/mol: 7.17
Gap between HOMO and LUMO (spin up / spin down), eV: 6.947 / 6.329

Element x y z (Å)
Ge1 1.490 -0.737 3.457
V1 0.309 0.009 0.212
S1 -0.294 -0.229 -2.365
P1 -1.610 -1.350 0.626
P2 -1.460 1.638 0.274
Si1 3.794 0.029 -0.141
O1 2.208 -0.177 -0.248
N1 1.974 -0.364 -3.746
N2 1.296 -2.309 -2.740
C1 0.550 -0.900 5.180
C2 -1.200 3.189 1.206
C3 4.849 4.195 1.727
C4 5.755 -3.728 1.863
C5 1.104 -1.016 -2.973
C6 5.426 0.301 -4.544
C7 5.566 -0.888 -3.842
C8 4.237 1.683 0.634
C9 4.746 -3.850 0.916
C10 -1.764 -2.063 2.303
C11 -2.165 2.307 -1.280
C12 -3.223 -0.438 0.523
C13 4.471 1.319 -2.585
C14 4.178 -2.711 0.367
C15 -2.993 0.970 1.068
C16 4.889 1.414 -3.905
C17 0.491 0.465 2.274
C18 5.868 3.307 1.405
C19 3.232 0.057 3.885
C20 5.150 -0.968 -2.516
C21 5.561 2.070 0.858
C22 3.530 3.844 1.484
C23 5.611 -1.332 1.685
C24 1.761 -2.574 2.803
C25 3.232 2.601 0.941
C26 4.570 0.122 -1.866
C27 -1.972 -2.828 -0.391
C28 4.601 -1.428 0.729
C29 2.354 -3.127 -3.303
C30 6.180 -2.466 2.251
H1 -2.944 3.039 -1.059
H2 -2.714 -2.589 2.419
H3 0.647 -2.717 -2.088
H4 6.198 -4.612 2.304
H5 6.373 1.402 0.590
H6 -0.897 2.956 2.226
H7 5.286 -1.902 -1.980
H8 6.012 -1.751 -4.322
H9 -2.105 3.799 1.225
H10 1.581 -2.640 1.730
H11 -3.508 -0.398 -0.534
H12 -0.393 -1.440 5.077
H13 2.731 4.537 1.722
H14 2.783 -2.904 2.995
H15 -2.927 -3.276 -0.108
H16 6.901 3.584 1.577
H17 0.336 0.086 5.597
H18 -0.944 -2.756 2.482
H19 -2.818 0.939 2.148
H20 -3.844 1.633 0.893
H21 3.862 -0.659 4.416
H22 3.358 -2.818 -0.336
H23 -1.701 -1.272 3.049
H24 3.075 0.926 4.527
H25 -4.018 -0.967 1.054
H26 6.957 -2.363 3.000
H27 1.169 -1.446 5.895
H28 4.058 2.199 -2.101
H29 1.060 1.402 2.338
H30 3.269 -3.077 -2.712
H31 -2.594 1.504 -1.881
H32 2.199 2.332 0.748
H33 4.800 2.355 -4.434
H34 5.952 -0.358 2.017
H35 -1.382 2.777 -1.873
H36 5.749 0.368 -5.575
H37 1.850 0.632 -3.789
H38 1.083 -3.256 3.320
H39 -1.184 -3.570 -0.242
H40 -0.455 0.660 2.800
H41 3.763 0.390 2.994
H42 -1.998 -2.548 -1.444
H43 4.392 -4.831 0.623
H44 2.010 -4.158 -3.348
H45 2.926 -0.695 -3.840
H46 2.573 -2.803 -4.320
H47 5.086 5.160 2.159
H48 -0.397 3.761 0.737

***

A molecular structure, C30H48LuP2Se in a non-equilibrium geometry, computed with the ωB97M-V functional and the def2-TZVPD basis.

Values from the calculation:
Charge: +1
Spin multiplicity: 1
ΔE to the lowest compared entry with this formula, charge and spin, kJ/mol: 417.69
Gap between HOMO and LUMO (spin up / spin down), eV: 4.461 / 4.460

Element x y z (Å)
Lu1 1.993 2.275 -0.596
Se1 -0.548 -2.201 1.380
P1 1.366 -2.632 0.241
P2 -1.547 -1.147 -1.474
C1 -3.087 0.470 2.161
C2 1.504 1.183 -3.435
C3 4.118 3.426 -1.686
C4 1.496 2.565 2.972
C5 1.620 3.523 -2.406
C6 3.070 3.788 -2.770
C7 -2.347 -4.495 1.186
C8 3.003 0.845 -3.185
C9 -0.460 -2.553 -2.043
C10 3.461 0.949 -1.730
C11 -0.376 2.850 1.193
C12 -0.580 0.543 4.114
C13 -4.242 -4.692 2.689
C14 -2.273 -3.449 3.390
C15 4.102 2.032 -1.130
C16 -3.561 -3.926 3.644
C17 -2.592 2.571 -0.122
C18 0.180 2.257 2.367
C19 -3.127 -2.012 -1.192
C20 2.428 -4.048 0.579
C21 -1.777 -3.570 2.073
C22 -3.610 -5.020 1.478
C23 0.197 4.029 0.446
C24 -1.652 2.245 0.964
C25 1.009 -2.472 -1.564
C26 -0.760 1.338 2.877
C27 -1.881 1.317 2.005
C28 -1.988 -0.255 -3.025
C29 0.970 2.268 -2.527
C30 2.248 -1.116 0.680
H1 3.254 -3.755 1.243
H2 -0.101 2.189 -2.275
H3 -2.149 3.260 -0.849
H4 -4.106 -5.652 0.740
H5 1.025 4.444 -2.449
H6 1.466 -1.523 -1.914
H7 3.742 -0.023 -1.322
H8 -3.246 0.169 3.203
H9 -1.806 -4.765 0.275
H10 -3.043 -2.746 -0.377
H11 2.859 -4.385 -0.369
H12 -5.256 -5.029 2.881
H13 3.975 4.116 -0.840
H14 -0.927 -3.500 -1.738
H15 3.199 -0.199 -3.529
H16 -3.436 -2.516 -2.119
H17 -2.996 -0.462 1.581
H18 2.351 -0.531 -0.245
H19 -2.228 -0.972 -3.828
H20 -0.068 -0.408 3.912
H21 1.961 3.458 2.530
H22 -2.884 0.348 -2.797
H23 1.346 1.497 -4.488
H24 0.024 1.095 4.846
H25 -1.207 0.435 -3.379
H26 3.164 4.873 -2.936
H27 -0.175 5.007 0.800
H28 -3.502 3.054 0.267
H29 -3.993 0.979 1.810
H30 -3.874 -1.255 -0.911
H31 0.928 0.248 -3.318
H32 3.248 -1.408 1.012
H33 -2.920 1.676 -0.679
H34 4.637 1.873 -0.189
H35 1.888 -4.880 1.049
H36 -0.482 -2.513 -3.142
H37 1.396 2.760 4.055
H38 1.757 -0.509 1.459
H39 5.132 3.610 -2.068
H40 -4.038 -3.674 4.593
H41 3.606 1.485 -3.843
H42 -1.533 0.297 4.596
H43 -0.088 3.998 -0.622
H44 2.208 1.724 2.872
H45 1.322 4.123 0.564
H46 3.319 3.360 -3.754
H47 -1.682 -2.956 4.161
H48 1.580 -3.304 -2.022